(1)
Formula: C4H8FN3
Source: the OMol25 dataset
Level of theory: ωB97M-V/def2-TZVPD

Its SMILES is [H]/N=C\N[C@H]1[C@H](N)[C@H]1F. Its HOMO-LUMO gap is 9.9 eV. For the calculated total energy, the calculation gives -11463.9694 eV. For the HOMO energy, the calculation gives -8.908 eV.

Each line ends with the natural charge from an NBO analysis.
Positions of all 16 atoms, in Å:
H: 1.897640 3.039885 0.409532  0.317
N: 1.372903 2.803478 1.254884  -0.682
C: 0.905537 1.639006 1.177170  0.292
N: 1.050636 0.690115 0.174047  -0.633
C: 0.377569 -0.523717 0.185782  -0.094
C: -1.010326 -0.585643 -0.448226  -0.116
N: -1.933767 -1.513698 0.079319  -0.822
C: 0.158397 -1.188926 -1.177196  0.201
F: 0.662137 -0.614302 -2.284948  -0.337
H: 0.518608 1.216024 2.086944  0.154
H: 1.504410 1.031652 -0.666217  0.395
H: 0.616750 -1.193231 0.993811  0.213
H: -1.349614 0.401771 -0.777412  0.196
H: -2.431020 -1.127532 0.851643  0.363
H: -2.610851 -1.788821 -0.637858  0.365
H: 0.270990 -2.286060 -1.221276  0.189

Atoms 1-6, force components in eV/Å:
-0.18 0.22 -0.06
0.40 0.70 -0.39
0.68 -1.35 0.08
0.80 2.18 0.12
-0.48 -1.08 -1.25
0.74 0.17 -0.25


(2)
Formula: C5H10O
Source: the OMol25 dataset
Level of theory: ωB97M-V/def2-TZVPD

Its SMILES is CC[C@@H]1O[C@@H]1C. Its HOMO-LUMO gap is 11.0 eV. For the calculated total energy, the calculation gives -7393.2480 eV. For the HOMO energy, the calculation gives -9.808 eV.

Each line ends with the natural charge from an NBO analysis.
Positions of all 16 atoms, in Å:
C: -0.389746 -1.697243 -1.608963  -0.603
C: -0.833784 -0.963200 -0.335233  -0.424
C: -0.073858 0.336198 -0.429719  0.059
O: 1.313613 0.132384 -0.139101  -0.507
C: 0.647553 1.215788 0.492723  0.074
C: 0.511005 1.407211 1.973051  -0.635
H: 0.703502 -1.732757 -1.634880  0.221
H: -0.777868 -2.712762 -1.695864  0.210
H: -0.706819 -1.138819 -2.497482  0.199
H: -1.922879 -0.841972 -0.321533  0.206
H: -0.526065 -1.522000 0.553663  0.214
H: -0.298899 0.852935 -1.366960  0.164
H: 0.947245 2.148718 0.004514  0.167
H: 0.123335 0.543909 2.519726  0.217
H: 1.467716 1.721889 2.407061  0.219
H: -0.184050 2.249721 2.078996  0.218

Atoms 1-6, force components in eV/Å:
0.01 -0.14 -0.11
-0.01 0.03 0.06
-0.22 0.09 -0.21
0.36 0.21 -0.10
-0.10 0.35 0.13
0.01 -0.08 0.01


(3)
Formula: C4H16FeO12S2
Source: the OMol25 dataset
Level of theory: ωB97M-V/def2-TZVPD

As for the spin multiplicity: 6. Its HOMO-LUMO gap (alpha / beta) is 6.6 / 6.5 eV. For the calculated total energy, the calculation gives -85036.2759 eV. As for the net charge: -1. For the HOMO energy (alpha / beta), the calculation gives -4.701 / -4.668 eV.

Each line ends with the natural charge from an NBO analysis.
Positions of all 35 atoms, in Å:
Fe: 0.022465 -0.356498 0.502799  1.825
S: 0.524944 -2.316094 -2.213560  2.587
O: 0.578137 -3.653474 -1.667921  -0.996
O: 1.750394 -1.902081 -2.902605  -1.060
O: -0.702001 -2.033351 -2.969306  -1.052
O: 0.457592 -1.297500 -1.019760  -1.053
S: -0.408081 -2.429700 2.097129  2.569
O: -0.837342 -2.267003 3.473520  -1.016
O: -1.322410 -1.598182 1.161991  -1.044
O: 0.832831 -1.589522 1.821734  -1.042
O: -0.284029 -3.783208 1.663160  -0.945
C: 0.218272 2.457241 2.236219  -0.233
O: -0.439528 1.266810 1.777665  -0.764
H: 1.242801 2.454757 1.878821  0.186
H: -0.288355 3.337893 1.838182  0.174
H: 0.219414 2.492740 3.323181  0.193
H: -1.114453 1.045415 2.428609  0.514
C: -0.316604 2.464405 -1.543343  -0.233
O: 0.230292 1.189762 -1.286923  -0.752
H: -1.128841 2.424535 -2.272767  0.181
H: -0.702594 2.883093 -0.614396  0.165
H: 0.442018 3.171083 -1.905239  0.159
H: 0.665173 0.857836 -2.081580  0.521
C: -2.980281 -0.523830 -0.938462  -0.249
O: -2.136152 0.421278 -0.265035  -0.749
H: -3.337359 -0.121666 -1.890144  0.161
H: -2.421535 -1.440259 -1.101590  0.255
H: -3.863443 -0.769358 -0.338663  0.160
H: -2.721908 1.021978 0.199446  0.470
C: 3.137620 -0.549400 0.008910  -0.255
O: 2.108319 0.308549 0.530132  -0.753
H: 4.032702 -0.518151 0.630691  0.161
H: 2.739902 -1.559811 -0.014523  0.250
H: 3.363785 -0.295638 -1.028375  0.191
H: 2.438250 1.207364 0.481992  0.476

Atoms 1-6, force components in eV/Å:
0.10 -1.67 -1.86
-0.34 -0.17 -0.83
0.09 0.20 0.06
-0.05 0.08 -0.08
0.34 0.03 0.10
-0.12 0.48 1.02


(4)
Formula: H14O7
Source: the OMol25 dataset
Level of theory: ωB97M-V/def2-TZVPD

Its SMILES is O.O.O.O.O.O.O. Its HOMO-LUMO gap is 10.1 eV. For the calculated total energy, the calculation gives -14560.0772 eV. For the HOMO energy, the calculation gives -10.114 eV.

Each line ends with the natural charge from an NBO analysis.
Positions of all 21 atoms, in Å:
O: 1.736988 2.557159 0.040856  -0.976
H: 2.270640 1.834925 -0.353290  0.492
H: 1.075440 2.111520 0.581799  0.470
O: 0.290913 0.217410 -2.936441  -0.967
H: -0.435073 0.221210 -2.294960  0.503
H: -0.011711 -0.333960 -3.664928  0.477
O: -1.933554 -0.283980 -1.139622  -0.997
H: -2.298205 -0.805103 -1.863860  0.476
H: -2.443711 -0.575104 -0.355532  0.508
O: 2.514064 -1.074641 3.400380  -0.941
H: 2.389718 -1.509381 4.250221  0.463
H: 1.683473 -1.213360 2.927282  0.478
O: -0.124667 0.015460 1.069723  -0.960
H: 0.492965 -0.087154 0.329719  0.487
H: -0.962236 0.249859 0.655431  0.470
O: 2.364761 0.149846 -1.144137  -0.996
H: 2.885614 -0.633346 -1.348250  0.480
H: 1.785924 0.281922 -1.931265  0.509
O: -3.389660 -0.504305 1.270022  -0.947
H: -4.197929 -1.031188 1.287654  0.485
H: -3.693750 0.412210 1.219206  0.485

Atoms 1-6, force components in eV/Å:
0.25 -0.17 -0.27
-0.44 0.44 0.42
0.14 -0.08 0.04
-0.21 0.01 -0.19
0.05 0.03 0.11
0.13 0.06 0.02


(5)
Formula: C32H41N4OS3Si2TeZr
Source: the OMol25 dataset
Level of theory: ωB97M-V/def2-TZVPD

Its HOMO-LUMO gap is 6.9 eV. For the calculated total energy, the calculation gives -98688.9400 eV. As for the net charge: +1. For the HOMO energy, the calculation gives -10.804 eV.

Each line ends with the Löwdin charge.
Positions of all 85 atoms, in Å:
Zr: 0.822967 -0.495566 -0.040573  1.048
C: -2.012884 -2.427928 -2.341946  -0.048
C: -1.090171 -1.471703 -2.744853  -0.068
C: -1.029503 -0.248841 -2.081770  -0.219
C: -1.860690 -0.006620 -0.980167  -0.177
C: -2.776499 -0.973552 -0.581101  -0.075
C: -2.860972 -2.174000 -1.272476  -0.057
H: -2.068678 -3.374556 -2.862230  0.122
H: -0.436222 -1.661739 -3.585949  0.121
H: -0.376004 0.533418 -2.459193  0.065
H: -1.837302 0.953026 -0.474249  0.056
H: -3.434042 -0.778534 0.256814  0.116
H: -3.581152 -2.922064 -0.968336  0.118
S: 3.063277 -0.274208 0.962272  0.607
C: 3.515762 -0.076552 -0.719277  -1.088
S: 2.432217 -0.795479 -1.895616  0.589
C: 4.592563 0.667625 -1.090589  -0.364
C: 4.890741 0.880329 -2.472854  -0.242
N: 5.088707 1.090610 -3.586055  0.206
C: 5.405155 1.315998 -0.107627  -0.235
N: 6.019560 1.857772 0.698893  0.192
C: 1.549946 5.749098 -2.661661  -0.184
Si: 2.697670 4.305101 -2.992469  0.397
C: 3.233754 4.252540 -4.774008  -0.169
C: 4.160225 4.375426 -1.837950  -0.172
C: 1.731431 2.699681 -2.662160  -0.538
Te: 0.947157 2.604654 -0.677080  1.289
C: -0.949095 3.439840 -1.182239  -0.543
Si: -1.916920 4.172709 0.272463  0.400
C: -3.365011 5.103161 -0.438920  -0.170
C: -0.775745 5.302639 1.225011  -0.180
C: -2.514263 2.793058 1.392678  -0.170
H: 2.065723 6.689221 -2.868240  0.041
H: 1.230518 5.782857 -1.615977  0.012
H: 0.661671 5.720705 -3.297533  0.036
H: 3.810935 5.143818 -5.029250  0.041
H: 2.379661 4.203791 -5.452585  0.037
H: 3.866801 3.381409 -4.955254  0.025
H: 4.626141 5.362151 -1.890742  0.044
H: 4.920742 3.644642 -2.117929  0.021
H: 3.887827 4.204947 -0.793327  0.021
H: 2.363576 1.822631 -2.798606  -0.041
H: 0.866616 2.592217 -3.321412  0.024
H: -1.520009 2.710197 -1.758441  0.011
H: -0.684688 4.256521 -1.858068  0.003
H: -3.032753 5.920746 -1.081523  0.040
H: -3.976578 5.534916 0.356089  0.040
H: -4.006730 4.449331 -1.033072  0.038
H: -0.331338 6.060859 0.576359  0.037
H: 0.042377 4.757172 1.701695  0.012
H: -1.328217 5.825340 2.009015  0.041
H: -3.269254 2.169985 0.906991  0.036
H: -2.974967 3.216645 2.288322  0.046
H: -1.696084 2.145661 1.720406  -0.002
C: -2.481257 -10.724623 3.699287  -0.070
C: -2.189451 -9.337759 3.195728  -0.732
O: -2.156514 -8.356639 3.880716  0.042
S: -1.867477 -9.319717 1.422101  1.030
C: -1.397509 -7.631721 1.180748  -0.520
C: -2.251663 -6.591915 1.536346  -0.077
C: -1.866003 -5.283222 1.321676  -0.020
C: -0.632253 -4.999116 0.729059  -0.248
C: 0.213483 -6.045879 0.359502  -0.015
C: -0.167191 -7.355410 0.594415  -0.079
C: -0.244457 -3.644591 0.494493  -0.087
C: 0.092476 -2.491442 0.282984  -0.170
H: -3.191315 -10.661970 4.520940  0.091
H: -1.549861 -11.149807 4.076679  0.095
H: -2.863005 -11.372298 2.912034  0.070
H: -3.207840 -6.811286 1.988503  0.115
H: -2.520201 -4.470159 1.608755  0.114
H: 1.169846 -5.826415 -0.095298  0.123
H: 0.494293 -8.169056 0.328412  0.110
C: 1.651416 1.955504 3.038760  -0.030
C: 0.472936 1.049023 3.003064  -0.381
N: 0.094573 0.190272 2.054103  -0.071
C: -1.032613 -0.469974 2.544373  -0.134
C: -1.329820 0.002587 3.772662  -0.048
N: -0.373083 0.955458 4.039890  0.128
H: 1.926716 2.299616 2.047217  -0.002
H: 2.515612 1.435620 3.455026  0.090
H: 1.436775 2.821218 3.665035  0.094
H: -1.513366 -1.249916 1.981303  0.085
H: -2.108007 -0.249911 4.469514  0.127
H: -0.293192 1.492420 4.888270  0.175

Atoms 1-6, force components in eV/Å:
-0.07 -0.02 0.06
-0.02 0.01 0.03
-0.01 -0.01 0.02
-0.02 0.04 0.03
0.01 -0.01 -0.06
0.02 -0.01 0.01


(6)
Formula: C3H5N3
Source: the OMol25 dataset
Level of theory: ωB97M-V/def2-TZVPD

Its HOMO-LUMO gap is 9.8 eV. For the calculated total energy, the calculation gives -7658.5822 eV. For the HOMO energy, the calculation gives -8.966 eV.

Each line ends with the natural charge from an NBO analysis.
Positions of all 11 atoms, in Å:
C: 0.654767 0.127400 -1.714665  -0.713
C: -0.497231 0.412483 -0.858279  0.282
N: -1.499671 0.773850 -0.401411  -0.374
N: -1.556914 -0.136082 2.096585  -0.420
N: -0.395417 -0.412478 1.798938  0.000
C: 0.583107 -0.719342 1.182975  -0.099
H: 1.578131 0.540913 -1.301429  0.248
H: 0.789762 -0.946336 -1.862637  0.251
H: 0.445422 0.603014 -2.674966  0.246
H: -1.642146 0.868793 2.267286  0.356
H: 1.540189 -1.112216 1.467603  0.222

Atoms 1-6, force components in eV/Å:
0.04 0.02 -0.15
-1.05 0.56 -0.05
0.83 -0.15 -0.66
0.40 -0.21 0.32
0.21 -0.10 -0.34
-0.41 -0.09 0.56